No. 1
# C5H5NO

C5H5NO in the gas phase (the ωB97M-V functional and the def2-TZVPD basis, the OMol25 dataset).

CARTESIAN COORDINATES (ANGSTROEM)
O (-2.1798, -0.3007, -0.3795)
C (-1.0067, -0.0888, -0.5889)
C (-0.4778, 0.9605, -1.4614)
C (0.2018, 1.7769, -2.0318)
C (0.1360, -0.8275, 0.0420)
C (0.6813, -0.2801, 1.3081)
N (0.0160, -1.5776, 1.2704)
H (0.8085, 2.5009, -2.5309)
H (0.8370, -1.2219, -0.6914)
H (0.1647, 0.5596, 1.7715)
H (1.7583, -0.2945, 1.4533)
H (-0.9286, -1.5092, 1.6424)

Forces on atoms 1 to 6 (eV/Å):
0.56 0.17 0.00
-0.26 -0.11 0.15
0.35 0.43 -0.32
-0.33 -0.33 0.20
0.06 -0.01 -0.17
0.17 0.22 0.13

Results
* SMILES string: C#CC(=O)[C@H]1CN1
* molar mass: 95.10 g mol⁻¹
* max |F|: 0.012 Eh/bohr
* 2S+1: 1
* HOMO-LUMO gap: 10.1 eV

Atom charges from the Löwdin analysis, given in e for atoms 1 to 2: 0.114 -0.396


No. 2
# C5H5NO

A molecular structure, C5H5NO at a distorted geometry (the ωB97M-V functional and the def2-TZVPD basis, the OMol25 dataset).

CARTESIAN COORDINATES (ANGSTROEM)
N (-1.9919, -1.2388, -2.0992)
C (-1.2408, -0.5243, -1.5892)
C (-0.2532, 0.3876, -0.9839)
O (-0.8288, 1.2438, 0.0106)
C (0.1455, 0.7795, 0.9414)
C (-0.0307, -0.6085, 1.4128)
C (0.8070, -0.1295, -0.0043)
H (0.2241, 0.9713, -1.7783)
H (0.6864, 1.5175, 1.5204)
H (0.7331, -0.8367, 2.1593)
H (0.0353, -1.3149, 0.5103)
H (1.8475, -0.3123, -0.1966)

Forces on atoms 1 to 6 (eV/Å):
0.68 0.61 0.46
-0.52 -0.63 -0.36
0.06 -0.15 -0.25
-0.19 0.07 -0.07
0.31 0.33 0.00
0.82 -0.26 -0.76

Results
* molar mass: 95.10 g mol⁻¹
* max |F|: 0.037 Eh/bohr
* 2S+1: 1
* HOMO-LUMO gap: 10.1 eV

Atom charges from the Löwdin analysis, given in e for atoms 1 to 2: 0.167 -0.131


No. 3
# C5H5NO

C5H5NO in the gas phase at a distorted geometry (the ωB97M-V functional and the def2-TZVPD basis, the OMol25 dataset).

CARTESIAN COORDINATES (ANGSTROEM)
O (0.1267, 0.6003, -1.8685)
C (-0.0171, 0.5906, -0.4626)
C (-1.2053, -0.3518, -0.1996)
C (-1.3404, -0.7371, 1.2065)
N (-1.4360, -1.0601, 2.3125)
C (1.1975, 0.1444, 0.2395)
C (2.1668, -0.2009, 0.8634)
H (0.9476, 1.0608, -2.0852)
H (-0.2722, 1.5951, -0.0919)
H (-2.1262, 0.1306, -0.5411)
H (-1.0554, -1.2521, -0.8038)
H (3.0140, -0.5199, 1.4309)

Forces on atoms 1 to 6 (eV/Å):
0.21 0.15 -0.10
-0.07 -0.02 0.31
-0.03 -0.05 -0.05
-0.11 -0.26 0.94
0.06 0.36 -1.08
0.44 -0.13 0.27

Results
* SMILES string: C#C[C@@H](O)CC#N
* molar mass: 95.10 g mol⁻¹
* max |F|: 0.022 Eh/bohr
* 2S+1: 1
* HOMO-LUMO gap: 11.3 eV

Atom charges from the Löwdin analysis, given in e for atoms 1 to 2: -0.021 -0.411


No. 4
# C5H5NO

C5H5NO in the gas phase (the ωB97M-V functional and the def2-TZVPD basis, the OMol25 dataset).

CARTESIAN COORDINATES (ANGSTROEM)
O (0.2089, 0.1955, 1.9194)
C (0.5238, 0.2051, 0.7460)
C (1.8603, -0.1381, 0.2747)
C (2.9151, -0.4522, -0.2155)
C (-0.4534, 0.5104, -0.3420)
C (-1.5979, -0.4409, -0.4425)
N (-1.7924, 0.9101, 0.0443)
H (3.8508, -0.7378, -0.6458)
H (-0.0433, 0.9597, -1.2432)
H (-1.6231, -1.2662, 0.2670)
H (-2.0094, -0.6544, -1.4255)
H (-1.8394, 0.9087, 1.0632)

Forces on atoms 1 to 6 (eV/Å):
0.18 -0.01 -0.48
-0.21 -0.04 0.30
0.55 -0.15 -0.23
-0.44 0.13 0.20
0.21 0.06 -0.09
-0.12 -0.28 -0.10

Results
* SMILES string: C#CC(=O)[C@H]1CN1
* molar mass: 95.10 g mol⁻¹
* max |F|: 0.012 Eh/bohr
* 2S+1: 1
* HOMO-LUMO gap: 10.1 eV

Atom charges from the Löwdin analysis, given in e for atoms 1 to 2: 0.100 -0.396


No. 5
# C5H5NO

A molecular structure, C5H5NO at a distorted geometry (the ωB97M-V functional and the def2-TZVPD basis, the OMol25 dataset).

CARTESIAN COORDINATES (ANGSTROEM)
C (-3.2977, 0.6988, 0.1244)
C (-2.5927, -0.2798, 0.0530)
C (2.2137, 0.1053, 0.2518)
C (0.7229, 0.5281, -0.0979)
C (0.7808, -0.8073, -0.8531)
N (1.8689, -1.2101, -0.1286)
O (3.2728, 0.6628, 0.4147)
H (-3.9755, 1.6179, 0.2347)
H (0.2479, 0.3256, 0.8761)
H (0.2106, 1.4475, -0.5631)
H (-1.8375, -1.0409, -0.0423)
H (2.3857, -2.0478, -0.2697)

Forces on atoms 1 to 6 (eV/Å):
-0.94 1.12 0.28
-0.14 0.91 -0.04
0.61 1.10 -1.94
-1.24 0.51 -0.17
-1.33 1.13 0.63
1.21 -0.59 0.33

Results
* molar mass: 95.10 g mol⁻¹
* max |F|: 0.052 Eh/bohr
* 2S+1: 3
* HOMO-LUMO gap (alpha / beta): 8.3 / 8.6 eV

Atom charges from the Löwdin analysis, given in e for atoms 1 to 2: -0.024 -0.037


No. 6
# C5H5NO2

C5H5NO2 in the gas phase at a distorted geometry (the ωB97M-V functional and the def2-TZVPD basis, the OMol25 dataset).

CARTESIAN COORDINATES (ANGSTROEM)
C (-0.1385, -0.8015, 1.2238)
C (-0.0764, -0.1541, -0.0959)
C (0.7545, -0.5087, -1.2069)
C (0.6748, 0.4861, -2.1446)
C (-0.6239, 1.1903, -0.4099)
H (-0.9611, -0.6055, 3.1546)
H (1.3942, -1.3993, -1.1163)
H (1.1717, 0.7487, -3.1596)
H (-0.3986, 2.2302, -2.1657)
H (-1.2898, 1.9203, 0.0709)
N (-0.1450, 1.5328, -1.5563)
O (-1.0469, -0.2689, 2.1598)
O (0.7414, -1.5931, 1.5792)

Forces on atoms 1 to 6 (eV/Å):
2.28 -0.39 2.42
-1.85 3.36 -0.15
0.07 -0.27 0.84
0.09 1.93 -0.48
-0.33 -2.69 2.76
0.42 0.52 -3.57

Results
* SMILES string: O=C(O)c1cc[nH]c1
* molar mass: 111.10 g mol⁻¹
* max |F|: 0.105 Eh/bohr
* 2S+1: 1
* HOMO-LUMO gap: 9.2 eV

Atom charges from the Löwdin analysis, given in e for atoms 1 to 2: -0.447 -0.130


No. 7
# C5H5NO2

C5H5NO2 in the gas phase at a distorted geometry (the ωB97M-V functional and the def2-TZVPD basis, the OMol25 dataset).

CARTESIAN COORDINATES (ANGSTROEM)
C (1.9893, -0.8635, 0.4522)
C (1.9547, 0.1687, -0.3847)
C (-0.3723, 0.4239, -0.4530)
C (-1.3499, 0.9999, 0.2587)
C (-2.4006, 0.0810, 0.1478)
H (1.0681, -1.3587, 0.7849)
H (2.9401, -1.2683, 0.7987)
H (2.8904, 0.6361, -0.7223)
H (-1.4010, 1.9843, 0.7028)
H (-3.3652, 0.0888, 0.6557)
N (-2.0528, -1.0110, -0.5338)
O (0.8562, 0.8839, -0.8015)
O (-0.7571, -0.7650, -0.9057)

Forces on atoms 1 to 6 (eV/Å):
-0.66 -0.16 -0.16
1.22 -0.06 0.78
0.96 -0.02 -0.24
-0.53 1.13 0.19
-0.47 -1.87 0.04
0.49 0.25 -0.02

Results
* SMILES string: C=COc1ccno1
* molar mass: 111.10 g mol⁻¹
* max |F|: 0.037 Eh/bohr
* 2S+1: 1
* HOMO-LUMO gap: 10.5 eV

Atom charges from the Löwdin analysis, given in e for atoms 1 to 2: 0.036 -0.186


No. 8
# C5H5NO2

2 unconnected molecules or ions with the total composition C5H5NO2 at a distorted geometry (the ωB97M-V functional and the def2-TZVPD basis, the OMol25 dataset).

CARTESIAN COORDINATES (ANGSTROEM)
C (-0.0678, 0.7907, 0.9718)
C (1.2310, -0.1014, -1.1378)
C (-1.3746, 0.3314, 1.2858)
C (0.5814, -0.5305, 0.1582)
C (-1.4720, -0.7335, -0.5452)
O (-2.1847, -0.0035, 2.0234)
O (0.9178, -1.4658, 0.8341)
N (-2.2123, -0.9037, -1.4212)
H (-0.1308, 1.6267, 0.2782)
H (0.4989, 1.0148, 1.8790)
H (1.4218, -0.9961, -1.7322)
H (0.6090, 0.5897, -1.7061)
H (2.1823, 0.3812, -0.8880)

Forces on atoms 1 to 6 (eV/Å):
0.96 -0.34 -0.44
-0.42 -0.43 -0.29
-0.67 -2.20 -0.29
1.18 1.33 1.58
-1.30 0.65 0.37
0.44 0.71 -0.56

Results
* molar mass: 111.10 g mol⁻¹
* max |F|: 0.046 Eh/bohr
* 2S+1: 1
* HOMO-LUMO gap: 9.6 eV

Atom charges from the Löwdin analysis, given in e for atoms 1 to 2: -0.048 -0.025


No. 9
# C5H5NO2

A molecular structure, C5H5NO2 at a distorted geometry (the ωB97M-V functional and the def2-TZVPD basis, the OMol25 dataset).

CARTESIAN COORDINATES (ANGSTROEM)
C (-1.7176, -0.1110, 1.5587)
C (-0.4970, -0.2285, 0.7714)
C (1.3216, -0.2428, -0.5715)
C (1.2987, 0.5036, -1.9427)
C (0.0029, 0.0649, -0.4452)
H (-2.4995, 0.5486, 1.0785)
H (-1.3814, 0.2127, 2.5741)
H (-2.0786, -1.1649, 1.6443)
H (1.8529, 1.3989, -1.9040)
H (1.3794, -0.0799, -2.8749)
N (1.7739, -0.8440, 0.4515)
O (0.6878, -0.7965, 1.3181)
O (-0.1431, 0.7388, -1.6584)

Forces on atoms 1 to 6 (eV/Å):
-0.32 -0.73 0.77
3.20 0.07 -1.89
0.22 0.06 -1.80
-1.09 -1.96 0.62
-2.26 1.73 -0.77
1.08 -0.73 0.67

Results
* molar mass: 111.10 g mol⁻¹
* max |F|: 0.072 Eh/bohr
* 2S+1: 1
* HOMO-LUMO gap: 9.8 eV

Atom charges from the Löwdin analysis, given in e for atoms 1 to 2: -0.012 -0.194


No. 10
# C5H5NO2

C5H5NO2 in the gas phase at a distorted geometry (the ωB97M-V functional and the def2-TZVPD basis, the OMol25 dataset).

CARTESIAN COORDINATES (ANGSTROEM)
C (-0.0011, -0.0651, -2.2407)
C (-0.8205, 0.4671, -1.1304)
C (-0.3513, 0.1175, 0.2655)
C (-0.1597, -0.2985, 2.4213)
C (1.1284, -0.2285, 1.8509)
H (-0.6136, 0.3194, -3.1437)
H (0.1253, -1.2247, -2.2520)
H (1.0824, 0.3913, -2.0192)
H (-0.3967, -0.6287, 3.3017)
H (1.9134, -0.1711, 2.3573)
N (-1.1168, -0.0332, 1.3892)
O (-1.7678, 1.2466, -1.3050)
O (0.9777, 0.1079, 0.5051)

Forces on atoms 1 to 6 (eV/Å):
0.98 -0.30 -0.90
-1.68 1.45 0.79
-1.99 0.60 3.52
2.67 1.88 -8.48
-10.13 0.28 -3.13
1.84 -0.70 0.97

Results
* SMILES string: CC(=O)c1ncco1
* molar mass: 111.10 g mol⁻¹
* max |F|: 0.206 Eh/bohr
* 2S+1: 1
* HOMO-LUMO gap: 9.7 eV

Atom charges from the Löwdin analysis, given in e for atoms 1 to 2: -0.031 -0.397


No. 11
# C5H5NO2

C5H5NO2 in the gas phase at a distorted geometry (the ωB97M-V functional and the def2-TZVPD basis, the OMol25 dataset).

CARTESIAN COORDINATES (ANGSTROEM)
C (-1.2372, -0.2136, -0.2051)
C (-0.4286, 0.9732, -0.7795)
C (0.7540, 1.0276, 0.0652)
C (-0.2068, -0.8166, 0.5858)
C (1.0888, -0.3726, -0.3673)
H (-0.3413, 0.9948, -1.9780)
H (-0.6080, 2.1298, -0.5161)
H (1.4609, 1.9285, -0.0320)
H (0.8992, 0.2398, 2.1898)
H (-0.5208, -1.6691, 1.0881)
N (0.1264, 0.5728, 1.3913)
O (-2.3726, -0.5308, -0.2582)
O (2.1731, -0.8720, -0.5275)

Forces on atoms 1 to 6 (eV/Å):
0.28 1.95 -0.28
-3.55 6.26 -3.29
2.42 -1.52 0.13
2.04 2.84 -0.32
4.19 -1.50 4.97
0.22 -0.36 2.77

Results
* SMILES string: O=C1C[C@H]2N[C@@H]1C2=O
* molar mass: 111.10 g mol⁻¹
* max |F|: 0.154 Eh/bohr
* 2S+1: 1
* HOMO-LUMO gap: 10.0 eV

Atom charges from the Löwdin analysis, given in e for atoms 1 to 2: -0.438 -0.122


No. 12
# C5H5NO2

C5H5NO2 in the gas phase at a distorted geometry (the ωB97M-V functional and the def2-TZVPD basis, the OMol25 dataset).

CARTESIAN COORDINATES (ANGSTROEM)
C (0.2770, 1.6115, -0.2870)
C (-0.2292, 0.2543, -0.0169)
C (-1.2202, -0.4425, -0.5583)
C (-0.5267, -2.0326, 0.6084)
C (0.3288, -0.8880, 0.8314)
H (2.2341, 1.2310, -0.2011)
H (-0.3191, 2.2445, -0.9490)
H (0.0003, 2.1932, 0.7205)
H (-1.8906, -0.0429, -1.4143)
H (-0.1460, -3.1128, 0.6667)
N (-1.4143, -1.8313, -0.2508)
O (1.5924, 1.7048, -0.7480)
O (1.3133, -0.8892, 1.5982)

Forces on atoms 1 to 6 (eV/Å):
-1.02 1.99 2.77
0.08 -2.76 -0.12
-2.98 2.38 -3.82
1.33 -4.74 -0.68
4.00 2.72 3.19
-0.44 0.04 0.16

Results
* SMILES string: O=C1C=NC=C1CO
* molar mass: 111.10 g mol⁻¹
* max |F|: 0.113 Eh/bohr
* 2S+1: 1
* HOMO-LUMO gap: 8.5 eV

Atom charges from the Löwdin analysis, given in e for atoms 1 to 2: -0.247 -0.133